{"formula": "C19H36Cl2F3O2Si4TeY", "method": "the ωB97M-V functional and the def2-TZVPD basis", "gap_ev": 7.389, "e_above_lowest_kcal_mol": 5.9, "largest_force_ev_per_a": 0.6, "e_tot_ha": -3580.5888, "lumo_energy_ev": -0.2, "elements": ["Y", "C", "C", "C", "C", "C", "C", "C", "H", "H", "H", "H", "H", "H", "H", "H", "Cl", "C", "Cl", "C", "O", "O", "H", "C", "Si", "C", "C", "Si", "Te", "Si", "C", "C", "C", "Si", "C", "C", "C", "H", "H", "H", "H", "H", "H", "H", "H", "H", "H", "H", "H", "H", "H", "H", "H", "H", "H", "H", "H", "H", "H", "H", "H", "H", "H", "H", "F", "C", "F", "F"], "coordinates": [[-0.38154, 1.34746, 2.20230], [1.48078, 4.45692, -0.72944], [1.29166, 4.18029, 0.73368], [2.30256, 3.56735, 1.47585], [2.13114, 3.28495, 2.82254], [0.94512, 3.64191, 3.46732], [-0.06050, 4.28233, 2.74379], [0.10752, 4.52237, 1.38287], [2.04397, 3.65258, -1.20272], [2.03374, 5.38954, -0.86492], [0.52170, 4.55395, -1.23671], [3.21921, 3.26810, 0.98214], [2.91981, 2.78620, 3.37229], [0.81264, 3.44982, 4.52428], [-0.97654, 4.57466, 3.23464], [-0.69858, 4.97725, 0.82043], [-0.74672, 1.08377, 5.29746], [0.13779, -0.42836, 4.92940], [1.66578, 0.03457, 4.12514], [-0.72687, -1.25168, 3.93877], [-1.10245, -2.34261, 4.27364], [-0.95306, -0.60555, 2.84127], [0.35153, -0.96238, 5.84497], [0.35511, -4.61776, -0.81831], [-0.00095, -3.07196, 0.19860], [-1.74530, -3.23378, 0.86708], [1.22445, -2.98675, 1.61812], [0.21934, -1.19335, -1.21581], [1.38351, 0.75232, -0.08320], [-1.83673, -0.23300, -1.78154], [-1.64091, 1.05639, -3.13040], [-2.42228, 0.66093, -0.22218], [-3.12460, -1.49163, -2.31490], [1.61584, -1.56297, -3.05369], [0.83543, -2.79666, -4.23951], [3.26499, -2.21583, -2.43795], [1.91425, 0.05688, -3.95326], [0.27389, -5.50654, -0.18529], [1.35522, -4.60348, -1.25427], [-0.36750, -4.72186, -1.63185], [-1.77844, -4.04748, 1.59730], [-2.45356, -3.47108, 0.06956], [-2.07979, -2.32955, 1.37601], [2.17663, -3.44645, 1.34122], [0.82955, -3.51472, 2.49212], [1.43308, -1.95428, 1.90172], [-0.82020, 1.73935, -2.89566], [-2.55622, 1.64453, -3.24085], [-1.42514, 0.58857, -4.09458], [-1.79994, 1.55827, -0.10972], [-2.32667, -0.00746, 0.64100], [-3.46116, 0.99283, -0.24448], [-2.76315, -2.08997, -3.15557], [-4.04372, -0.98906, -2.62864], [-3.37315, -2.17203, -1.49727], [0.68295, -3.76454, -3.75815], [1.47147, -2.95164, -5.11527], [-0.13662, -2.43956, -4.59072], [3.15812, -3.17771, -1.93281], [3.70117, -1.51211, -1.72370], [3.97097, -2.34539, -3.26293], [0.98848, 0.46549, -4.36315], [2.61805, -0.08398, -4.77855], [2.33125, 0.79980, -3.26856], [-2.98623, 3.46683, 1.47743], [-2.60660, 2.50648, 2.38670], [-3.65018, 1.61904, 2.41684], [-2.72343, 3.16143, 3.62012]], "mulliken_charge": [0.248, -1.493, 0.847, -0.558, -0.121, -0.839, -0.650, -0.253, 0.230, 0.379, 0.371, 0.374, 0.525, 0.558, 0.445, 0.411, -0.059, -0.092, -0.088, 0.350, -0.570, -0.166, 0.445, -1.101, 0.503, -0.941, -0.748, 0.052, -0.422, 0.127, -1.167, -0.699, -1.065, 0.609, -1.040, -1.002, -0.977, 0.377, 0.266, 0.266, 0.391, 0.331, 0.111, 0.393, 0.339, -0.068, 0.286, 0.406, 0.276, 0.086, 0.257, 0.451, 0.276, 0.391, 0.307, 0.297, 0.387, 0.275, 0.265, 0.261, 0.378, 0.248, 0.383, 0.206, -0.241, 0.548, -0.283, -0.291]}


{"formula": "C12H15NSe", "method": "the ωB97M-V functional and the def2-TZVPD basis", "gap_ev": [6.307, 6.303], "e_above_lowest_kcal_mol": 53.9, "largest_force_ev_per_a": 5.3, "e_tot_ha": -2922.2535, "lumo_energy_ev": [-1.5, -1.5], "smiles": "CCC(=C=N[C@@H]1C=CC=CC1=[Se])CC", "elements": ["C", "C", "C", "C", "C", "C", "C", "C", "C", "C", "C", "C", "N", "Se", "H", "H", "H", "H", "H", "H", "H", "H", "H", "H", "H", "H", "H", "H", "H"], "coordinates": [[-0.38518, -0.47761, -0.36699], [0.63002, -1.46883, 2.81209], [-0.01459, -2.39258, 2.08494], [1.71150, -0.79486, 2.30988], [0.28812, -2.58713, 0.59968], [2.16570, -1.08066, 1.04047], [1.65899, -2.13324, 0.21785], [-1.54060, 3.11014, 0.21470], [-0.02559, 0.38042, -3.01578], [-1.72437, 1.50672, 0.06262], [-0.02921, 1.33512, -1.85832], [-0.70008, 0.75467, -0.69226], [-0.57784, -1.67827, -0.22326], [2.53650, -2.95675, -1.14626], [0.39022, -1.46037, 3.96544], [-0.88592, -2.91246, 2.61635], [2.14557, 0.04080, 2.78156], [-0.03595, -3.57467, 0.09670], [3.10661, -0.61527, 0.70332], [-0.45875, 3.43222, 0.23513], [-2.00885, 3.69256, -0.45521], [-2.07270, 3.30581, 1.14833], [0.61579, 0.79447, -3.81271], [-1.06347, 0.30315, -3.57715], [0.28821, -0.63346, -2.61340], [-1.78929, 0.86682, 0.97734], [-2.80575, 1.31893, -0.40219], [1.06607, 1.63138, -1.57592], [-0.48517, 2.29295, -2.12695]], "mulliken_charge": [0.342, -0.147, -0.553, -0.353, 0.277, -0.376, -0.298, -1.218, -0.978, -0.607, -0.539, 0.043, -0.379, -0.056, 0.266, 0.254, 0.462, 0.342, 0.369, 0.338, 0.411, 0.351, 0.361, 0.225, 0.264, 0.392, 0.231, 0.271, 0.307]}


{"formula": "C22H29N3O5S", "method": "the ωB97M-V functional and the def2-TZVPD basis", "gap_ev": 7.488, "e_above_lowest_kcal_mol": 608.6, "largest_force_ev_per_a": 18.6, "e_tot_ha": -1793.4794, "lumo_energy_ev": -0.9, "smiles": "COc1ccccc1/C=C/c1onc(C)c1S(=O)(=O)N1CCC(C(=O)NC(C)C)CC1", "elements": ["C", "H", "O", "C", "C", "C", "C", "C", "C", "C", "C", "C", "C", "C", "N", "O", "C", "H", "H", "H", "S", "O", "O", "N", "C", "C", "H", "H", "C", "C", "C", "H", "H", "H", "H", "C", "O", "N", "H", "C", "C", "H", "H", "H", "C", "H", "H", "H", "H", "H", "H", "H", "H", "H", "H", "H", "H", "H", "H", "H"], "coordinates": [[0.48124, -3.51094, 2.34937], [-0.18745, -4.18867, 2.92621], [0.04280, -2.36162, 2.18480], [-1.05092, -1.99654, 1.56707], [-1.75721, -2.98470, 1.01455], [-3.10956, -2.49952, 0.56096], [-3.51885, -1.05420, 0.40679], [-2.53348, -0.36393, 0.91287], [-1.31218, -0.63626, 1.52892], [-0.45475, 0.40302, 1.85381], [-0.73548, 1.69585, 2.14837], [0.41820, 2.64158, 2.46711], [1.84260, 2.65418, 2.21772], [1.98695, 3.93946, 2.88578], [1.08974, 4.61409, 2.99381], [-0.13257, 4.05685, 2.71254], [3.41651, 4.58020, 2.94190], [3.72390, 4.26011, 4.05601], [4.06368, 3.95139, 2.38421], [3.30609, 5.65551, 3.13769], [2.90634, 1.34834, 1.89684], [2.68465, 0.43015, 2.96437], [4.00477, 1.96854, 1.69126], [1.95944, 0.97841, 0.55498], [2.17445, 1.55466, -0.48260], [0.88518, 1.32330, -1.60262], [0.05343, 1.53167, -1.18492], [0.84013, 1.96628, -2.30574], [1.13420, 0.10033, -2.06069], [1.30661, -0.96270, -0.95911], [2.42543, -0.57519, 0.12683], [3.53816, -0.53275, -0.45778], [2.45123, -1.12717, 0.95467], [0.50932, -1.06391, -0.44575], [1.69949, -1.93402, -1.32485], [-0.11225, -0.62101, -2.82801], [0.32061, -1.04618, -4.11768], [-1.40242, -0.33788, -2.35325], [-1.26800, -0.24396, -1.35737], [-2.47870, -0.94483, -2.80334], [-2.44966, -2.43612, -3.30142], [-3.37327, -2.70628, -3.45857], [-2.05956, -2.93312, -2.22947], [-1.44849, -2.62634, -3.97827], [-2.64315, -0.30088, -4.17084], [-3.72646, -0.71534, -4.83325], [-2.83969, 0.80928, -4.24063], [-1.98529, -0.46157, -5.19441], [-3.19191, -0.94568, -2.19479], [2.07004, 0.03599, -2.57262], [3.02646, 1.73326, -1.11822], [1.88828, 2.71612, -0.18359], [-1.69592, 1.96723, 1.67245], [0.42333, 0.10088, 2.13128], [-3.03448, 0.78585, 0.64066], [-4.65674, -0.94178, 0.07148], [-3.71251, -3.39010, 0.22439], [-1.66550, -3.90780, 1.33107], [0.61084, -4.09972, 1.48028], [1.25236, -3.35181, 2.76875]], "mulliken_charge": [-1.295, 0.362, -0.523, 1.267, -1.044, -0.379, -0.943, -0.676, 0.715, -0.397, -0.570, 0.308, 0.140, 0.298, -0.442, -0.240, -1.396, 0.297, 0.476, 0.387, 1.134, -0.699, -0.699, 0.421, -0.778, -1.628, 0.605, 0.885, 0.122, 1.399, -1.321, 0.272, 0.866, -1.418, 0.447, 0.036, -0.696, 0.215, -0.450, -0.356, -1.293, 0.665, 0.039, 0.287, -1.122, 0.245, 0.317, 0.286, 1.111, 0.442, 0.251, 0.207, 0.266, 1.376, -0.232, 0.356, 0.332, 0.744, 0.531, 0.491]}